# 1
Computed, not measured: the molecule C5H8O in a non-equilibrium geometry, with wB97M-V/def2-TZVPD.

Geometry as XYZ:
```
14
Properties=species:S:1:pos:R:3:forces:R:3:lowdin_charge:R:1
C 0.0726 1.5259 -1.6148 -1.9 -1.4 -2.0 -0.0855
C -0.3265 0.2956 -0.7506 2.1 1.4 -1.2 -0.0865
C 0.4307 0.0503 0.3146 0.6 -2.0 0.9 -0.3277
O 1.6703 0.7506 0.4964 -2.3 -0.6 0.5 -0.0109
C 0.2498 -1.1743 1.2280 -3.3 0.9 -1.7 -0.0950
C -0.9617 -1.8138 1.3958 -0.7 -0.1 -0.1 -0.0025
H -0.6395 2.3390 -1.4146 0.7 0.2 0.3 0.0646
H 1.1263 1.7210 -1.4793 -0.1 0.6 0.1 0.0535
H -0.1292 1.3662 -2.7590 0.5 -0.2 2.0 0.0973
H -0.8127 -0.5300 -1.2056 -1.3 -0.3 0.1 0.0943
H 1.3658 1.2148 1.2711 1.0 1.0 0.9 0.0898
H 1.1553 -1.5001 1.6191 1.5 -1.2 0.4 0.0672
H -1.2130 -2.9130 1.6274 1.4 1.8 0.4 0.0718
H -1.9881 -1.3322 1.2714 1.8 -0.1 -0.6 0.0695
```
Forces are in eV/Å.

energy: -7359.3401 eV
spin multiplicity: 1
LUMO: 0.6 eV
ΔE to the lowest compared entry with this formula, charge and spin: 2.9152 eV
gap between HOMO and LUMO: 9.37 eV
net charge: 0

=====

# 2
Computed, not measured: the molecule C17H27NOS, with wB97M-V/def2-TZVPD.

Geometry as XYZ:
```
47
Properties=species:S:1:pos:R:3:forces:R:3:lowdin_charge:R:1
C 3.6326 -4.1851 -2.2653 -0.1 0.0 0.0 -0.0538
C 3.1285 -2.8265 -1.8862 0.0 0.0 0.0 -0.2831
C 2.0414 -2.2669 -2.5499 0.1 0.0 0.0 -0.0430
C 1.5520 -1.0273 -2.1933 0.0 0.1 0.1 -0.1089
C 2.1501 -0.3172 -1.1591 -0.1 0.3 0.1 -0.5373
C 3.2485 -0.8504 -0.5027 0.0 0.0 0.0 -0.0934
C 3.7211 -2.0996 -0.8631 0.0 -0.1 0.0 -0.0417
H 4.5740 -2.5085 -0.3403 0.1 -0.1 0.0 0.1114
H 3.7454 -0.2997 0.2815 0.0 0.1 0.1 0.1019
S 1.4903 1.2790 -0.7613 0.2 0.1 0.2 0.9488
C 1.8219 1.4185 1.0378 0.1 0.0 -0.4 -0.4389
C 0.7096 2.2116 1.7130 0.0 -0.3 0.0 -0.1678
C -0.5659 1.3645 1.7643 0.5 0.7 -0.1 -0.5302
O -0.6943 0.4951 2.6008 0.0 -0.3 0.2 0.0651
N -1.4700 1.6986 0.8234 -0.3 0.3 -0.4 0.1093
H -1.1672 2.3547 0.1210 0.1 0.0 0.2 0.1274
C -2.7507 1.0602 0.5372 -0.2 -0.6 0.1 -0.2611
H -3.3539 1.8300 0.0342 0.0 -0.1 0.1 0.1506
C -2.5779 -0.0987 -0.4720 0.1 0.2 0.0 -0.3634
C -2.1036 0.4424 -1.8219 -0.2 -0.1 0.2 -0.0750
H -2.7803 1.2103 -2.1929 -0.1 0.1 -0.1 0.0776
H -1.1053 0.8662 -1.7415 0.1 0.0 0.0 0.0237
H -2.0727 -0.3628 -2.5527 0.0 -0.1 -0.1 0.0780
C -1.6226 -1.1793 0.0233 -0.3 0.1 0.0 -0.0450
H -1.6020 -2.0098 -0.6795 0.0 -0.1 -0.1 0.0820
H -1.9253 -1.5548 0.9960 0.0 -0.1 0.1 0.0794
H -0.6125 -0.7888 0.1104 0.2 0.0 0.0 0.0611
H -3.5646 -0.5436 -0.6242 0.0 0.0 0.0 0.1223
C -3.4932 0.6929 1.8364 -0.1 0.2 0.0 -0.3835
C -3.7244 1.9598 2.6618 0.2 -0.3 0.0 -0.0629
H -4.3420 2.6681 2.1111 -0.1 0.1 -0.1 0.0822
H -2.7819 2.4395 2.9105 0.0 0.1 0.1 0.0688
H -4.2309 1.7123 3.5914 -0.1 0.0 0.1 0.0790
C -4.8375 0.0258 1.5524 0.3 0.0 0.0 -0.0684
H -5.4018 -0.0613 2.4779 -0.1 0.0 0.1 0.0773
H -5.4226 0.6199 0.8522 -0.1 0.1 -0.1 0.0849
H -4.7129 -0.9738 1.1460 -0.1 -0.1 -0.1 0.0709
H -2.8703 0.0136 2.4195 -0.1 0.0 -0.1 0.1193
H 0.5486 3.1578 1.1944 0.0 0.1 0.0 0.1072
H 1.0108 2.4154 2.7426 -0.1 0.0 -0.1 0.1240
H 2.7858 1.9133 1.1663 -0.1 -0.1 0.1 0.0762
H 1.8592 0.4089 1.4461 0.0 0.0 0.1 0.0850
H 0.7069 -0.6007 -2.7107 -0.2 0.0 -0.1 0.0938
H 1.5689 -2.8136 -3.3532 0.0 -0.1 -0.1 0.1143
H 2.9586 -4.9532 -1.8850 0.0 -0.1 0.0 0.0838
H 3.6795 -4.2895 -3.3476 0.0 -0.1 -0.1 0.0785
H 4.6216 -4.3637 -1.8507 0.1 -0.1 0.0 0.0739
```
Forces are in eV/Å.

energy: -32441.2053 eV
spin multiplicity: 1
LUMO: 0.6 eV
ΔE to the lowest compared entry with this formula, charge and spin: 0.0000 eV
gap between HOMO and LUMO: 8.77 eV
net charge: 0

=====

# 3
Computed, not measured: the ion C16H29ClN3O6P2 with charge +1 in a non-equilibrium geometry, with wB97M-V/def2-TZVPD.

Geometry as XYZ:
```
57
Properties=species:S:1:pos:R:3:forces:R:3:lowdin_charge:R:1
C 3.8152 1.0270 1.5668 -0.3 0.0 -0.2 -0.0573
C 2.4712 1.5150 1.0503 0.1 0.3 0.2 -0.2150
N 2.3992 1.5971 -0.4154 0.1 -0.1 0.1 -0.0935
C 1.0616 1.7314 -0.9482 -0.2 0.0 0.4 -0.1409
C 0.2739 0.3897 -1.1150 -0.4 0.1 -0.4 -0.0784
C -1.1874 0.3956 -0.7603 -0.3 0.8 -0.2 -0.0464
C -1.6896 -0.5996 0.1021 0.1 -0.2 0.2 -0.1770
C -0.8319 -1.6873 0.6626 -0.2 0.1 0.1 -0.1129
C 0.0792 -1.1585 1.7901 0.2 0.2 -0.2 -0.1510
C 1.5147 -1.6953 1.8209 -0.1 -0.2 0.5 -0.1618
C 1.6953 -3.0909 1.2714 0.2 0.1 -0.5 -0.2517
O 3.0124 -3.5002 1.5459 0.0 0.1 0.3 -0.1717
C 3.5285 -4.3799 0.5739 0.0 -0.2 -0.1 -0.1012
N -2.9441 -0.6358 0.4825 -0.2 0.1 -0.1 0.1554
N -3.7823 0.2901 0.0503 -0.3 0.7 -0.4 -0.0958
P -5.3712 -0.0015 0.8422 -0.2 -1.0 1.4 0.4052
O -5.1520 -0.7460 2.0612 0.3 0.1 0.0 -0.1920
O -5.9309 1.4433 1.0299 -0.2 0.0 -0.5 -0.1121
O -6.2590 -0.7210 -0.2376 0.4 0.4 -0.4 -0.1096
C -3.4684 1.2627 -0.8400 0.7 -0.4 0.1 -0.2529
P -4.5436 2.6376 -1.6147 -0.2 0.3 -0.2 0.6512
O -4.8028 3.5753 -0.3284 0.4 -0.1 -0.1 -0.3130
Cl -6.3693 1.7607 -1.9994 0.1 -0.1 0.1 0.3200
C -2.1187 1.3186 -1.2840 0.0 -0.4 0.3 -0.1584
C -1.7006 2.3250 -2.3280 -0.1 -0.6 0.0 -0.0596
C 3.1745 0.6133 -1.1143 0.2 0.7 -0.5 -0.4842
C 4.1482 1.1368 -2.1306 0.1 0.0 0.6 0.0270
O 3.0632 -0.5556 -0.8939 -0.1 -1.0 0.3 0.1196
H 3.8924 1.2887 2.6154 0.1 0.0 0.2 0.0876
H 3.9298 -0.0441 1.4519 0.2 -0.1 0.0 0.0652
H 4.6097 1.5289 1.0210 0.2 0.1 0.0 0.0880
H 2.3562 2.5367 1.4121 -0.2 0.2 0.0 0.1231
H 1.6487 0.9457 1.4872 0.1 -0.1 -0.1 0.0821
H 0.5124 2.3709 -0.2600 0.0 0.2 0.1 0.1307
H 1.1135 2.2586 -1.8920 0.0 0.1 -0.3 0.1169
H 0.3101 0.1029 -2.1690 0.1 -0.1 -0.1 0.1470
H 0.7701 -0.4039 -0.5733 0.2 0.1 0.1 0.0881
H -0.2763 -2.1141 -0.1663 0.2 -0.2 0.0 0.1166
H -1.4975 -2.4421 1.0641 -0.1 -0.2 -0.1 0.1287
H 0.1178 -0.0732 1.6993 0.0 0.1 0.1 0.0879
H -0.3970 -1.3415 2.7471 -0.2 -0.1 0.1 0.1232
H 2.2206 -1.0383 1.3214 -0.2 -0.1 -0.2 0.0610
H 1.8188 -1.7280 2.8657 0.1 0.1 0.1 0.1308
H 0.9698 -3.8035 1.6744 -0.1 -0.1 0.2 0.1368
H 1.5595 -3.0671 0.1850 -0.1 0.0 -0.1 0.1114
H 4.4079 -4.8669 0.9782 0.1 0.0 0.1 0.0895
H 3.8089 -3.8419 -0.3333 0.0 0.1 -0.1 0.0884
H 2.8076 -5.1559 0.3139 -0.1 -0.1 0.0 0.0885
H -6.7977 1.5789 0.6146 0.0 0.3 0.0 0.0876
H -5.8411 -1.5525 -0.5063 -0.4 -0.2 0.0 0.1149
H -4.5213 3.1932 0.5110 -0.4 0.1 0.2 0.0572
H -1.4772 3.2956 -1.9001 0.1 0.2 0.0 0.1080
H -2.4752 2.4423 -3.0728 -0.1 0.2 -0.1 0.0505
H -0.8415 1.9442 -2.8565 0.4 0.0 0.0 0.0787
H 5.0052 0.4732 -2.1064 0.1 -0.2 -0.3 0.0931
H 3.7119 1.1353 -3.1237 0.0 0.1 -0.2 0.0912
H 4.4685 2.1302 -1.8430 0.0 0.2 -0.2 0.0854
```
Forces are in eV/Å.

energy: -64913.2773 eV
spin multiplicity: 1
LUMO: -4.9 eV
gap between HOMO and LUMO: 6.77 eV
net charge: +1

=====

Question: Look up the gap between HOMO and LUMO of the second one.
Answer: 8.77 eV